Density functional theory data (ωB97M-V/def2-TZVPD) for a structure of composition C2H4CdF3NO5S2 at a distorted geometry.

Output
Total energy, eV: -48245.6803
HOMO level, eV: -9.841
Total charge: 0
Energy above the lowest of the compared OMol25 structures with the same formula, charge and spin, kcal/mol: 85.4
LUMO energy, Ha: -0.059

Geometry as XYZ:
```
18
Properties=species:S:1:pos:R:3:lowdin_charge:R:1
N -0.814 0.901 -1.722 -0.426
S -1.250 1.706 -0.362 0.830
O -0.986 0.696 0.871 -0.661
O -0.114 2.677 0.028 -0.615
S 0.684 0.442 -1.946 0.636
O 1.543 0.461 -0.718 -0.472
O 1.301 1.010 -3.136 -0.274
C 0.524 -1.377 -2.324 -0.715
F 0.125 -2.033 -1.252 0.148
F -0.355 -1.540 -3.297 0.157
F 1.702 -1.835 -2.711 0.158
Cd 1.027 1.299 1.054 1.358
O 0.914 0.189 2.614 -0.496
H 1.091 0.443 3.520 -0.035
C -1.132 -0.563 2.246 0.150
H -0.976 -1.262 1.411 0.103
H -1.341 0.018 3.154 0.106
H -1.943 -1.232 2.571 0.047
```

Density functional theory data (ωB97M-V/def2-TZVPD) for a structure of composition C2H4CeO3 at a distorted geometry.

Output
Total energy, eV: -21207.5397
HOMO level (alpha / beta), eV: -5.410 / -9.026
Total charge: 0
LUMO energy (alpha / beta), Ha: -0.001 / -0.005
Spin multiplicity: 3

Geometry as XYZ:
```
10
Properties=species:S:1:pos:R:3:lowdin_charge:R:1
O -0.150 -1.395 0.963 -0.150
C -1.005 -0.808 0.267 -0.182
C -0.876 0.636 -0.008 -0.368
O -0.069 1.214 0.933 -0.447
Ce 1.821 0.016 1.574 1.254
H -1.812 -1.376 -0.233 0.138
H -1.908 1.053 0.045 0.123
H -0.393 0.758 -1.209 0.209
O 2.201 0.336 -0.879 -0.506
H 2.190 -0.433 -1.452 -0.071
```

Density functional theory data (ωB97M-V/def2-TZVPD) for a structure of composition C2H4Cl2O at a distorted geometry.

Output
Total energy, eV: -29226.4780
HOMO level (alpha / beta), eV: -8.654 / -7.389
Total charge: 0
Energy above the lowest of the compared OMol25 structures with the same formula, charge and spin, kcal/mol: 106.4
LUMO energy (alpha / beta), Ha: -0.003 / -0.035

Geometry as XYZ:
```
9
Properties=species:S:1:pos:R:3:lowdin_charge:R:1
C -1.144 0.443 0.572 -0.485
C 1.530 -0.428 -0.573 -0.766
O 1.076 -1.532 -0.842 -0.161
Cl -1.235 -1.266 0.686 0.633
Cl 2.609 -0.344 0.754 0.669
H -0.183 0.726 1.031 -0.033
H -1.366 0.759 -0.464 0.000
H 1.143 0.489 -1.029 0.086
H 0.117 -1.930 -0.198 0.058
```

Density functional theory data (ωB97M-V/def2-TZVPD) for a cluster of 3 separate species, C2H4Cl3NO in total at a distorted geometry.

Output
Total energy, eV: -43242.3781
HOMO level, eV: -10.563
Total charge: 0
Energy above the lowest of the compared OMol25 structures with the same formula, charge and spin, kcal/mol: 20.6
LUMO energy, Ha: 0.014
SMILES string: N=C(Cl)Cl.C=O.Cl

Geometry as XYZ:
```
11
Properties=species:S:1:pos:R:3:lowdin_charge:R:1
N -0.366 -2.218 1.023 0.063
C 0.333 -2.311 0.017 -1.287
Cl 1.328 -3.669 -0.273 0.637
Cl 0.406 -1.157 -1.316 0.583
H -0.755 -1.281 1.017 0.019
C -0.259 1.363 1.154 -0.132
O -1.357 0.934 0.861 -0.034
H -0.093 1.701 2.086 0.044
H 0.526 1.417 0.374 0.038
Cl 0.310 2.978 -1.997 0.324
H -0.072 2.241 -2.945 -0.255
```

Density functional theory data (ωB97M-V/def2-TZVPD) for a cluster of 2 separate species, C2H4Cl3PS in total at a distorted geometry.

Output
Total energy, eV: -59830.4280
HOMO level, eV: -9.218
Total charge: 0
Energy above the lowest of the compared OMol25 structures with the same formula, charge and spin, kcal/mol: 14.8
LUMO energy, Ha: 0.005
SMILES string: SP(Cl)Cl.C=CCl

Geometry as XYZ:
```
11
Properties=species:S:1:pos:R:3:lowdin_charge:R:1
S 3.343 1.102 1.876 0.218
P 2.796 0.201 -0.044 -0.183
Cl 3.088 -1.834 -0.003 0.104
Cl 4.292 0.935 -1.311 0.057
H 2.660 2.293 1.389 -0.129
C -0.547 -0.699 0.134 -0.099
C -0.453 0.308 -0.686 -0.669
Cl -0.384 1.995 -0.199 0.551
H -0.853 -0.532 1.196 0.088
H -0.565 -1.647 -0.316 0.046
H -0.244 0.155 -1.654 0.015
```

Density functional theory data (ωB97M-V/def2-TZVPD) for a cluster of 2 separate species, C2H4Cl4 in total.

Output
Total energy, eV: -52228.2665
HOMO level, eV: -11.023
Total charge: 0
Energy above the lowest of the compared OMol25 structures with the same formula, charge and spin, kcal/mol: 7.3
LUMO energy, Ha: 0.019
SMILES string: ClCCl.ClCCl

Geometry as XYZ:
```
10
Properties=species:S:1:pos:R:3:lowdin_charge:R:1
Cl -3.883 2.486 1.684 0.469
C -2.808 1.056 1.826 -1.004
Cl -3.348 0.076 3.216 0.479
H -2.776 0.460 0.914 0.028
H -1.775 1.392 1.913 0.027
Cl 4.440 -0.883 -1.144 0.497
C 2.913 -1.197 -1.991 -1.037
Cl 1.643 -0.111 -1.398 0.483
H 2.971 -1.032 -3.067 0.025
H 2.625 -2.247 -1.952 0.032
```

Density functional theory data (ωB97M-V/def2-TZVPD) for a cluster of 2 separate species, C2H4Cl4 in total.

Output
Total energy, eV: -52228.5830
HOMO level, eV: -11.039
Total charge: 0
Energy above the lowest of the compared OMol25 structures with the same formula, charge and spin, kcal/mol: 0.0
LUMO energy, Ha: 0.027
SMILES string: ClCCl.ClCCl

Geometry as XYZ:
```
10
Properties=species:S:1:pos:R:3:lowdin_charge:R:1
Cl 15.524 -27.620 10.745 0.502
C 15.581 -27.016 9.072 -1.015
Cl 14.067 -26.262 8.580 0.531
H 16.377 -26.283 9.022 0.027
H 15.797 -27.860 8.428 -0.013
Cl 14.181 -30.244 7.158 0.508
C 14.455 -28.903 6.033 -1.031
Cl 16.133 -28.822 5.489 0.511
H 13.807 -29.051 5.179 0.026
H 14.225 -27.988 6.561 -0.043
```

Density functional theory data (ωB97M-V/def2-TZVPD) for an isolated molecule of C2H4ClFN2OS at a distorted geometry.

Output
Total energy, eV: -33237.2581
HOMO level, eV: -9.192
Total charge: 0
Energy above the lowest of the compared OMol25 structures with the same formula, charge and spin, kcal/mol: 52.8
LUMO energy, Ha: 0.004
SMILES string: O/N=C(\NS)[C@@H](F)Cl

Geometry as XYZ:
```
12
Properties=species:S:1:pos:R:3:lowdin_charge:R:1
O 1.366 -1.938 -0.652 -0.083
N 0.770 -0.756 -1.001 -0.010
C -0.067 -0.131 -0.303 -0.463
N -0.635 -0.500 0.924 -0.433
S 0.146 -0.337 2.390 0.722
C -0.650 1.217 -0.773 -0.534
F -1.934 1.427 -0.483 -0.009
Cl 0.416 2.783 -0.241 0.441
H 2.354 -1.774 -1.198 0.230
H -1.426 0.241 0.893 0.086
H 0.237 -1.746 2.364 -0.082
H -0.577 1.514 -1.921 0.134
```